The following is a quantum chemistry calculation of C30H85AsF6N11O9 as an isolated structure in a non-equilibrium geometry, from the Open Molecules 2025 dataset.

Cartesian coordinates (Å):
H -1.86 -8.80 1.04
C 5.25 -2.29 -4.61
H -3.47 -2.48 -1.50
C -0.65 5.42 7.58
H 0.69 1.52 4.46
H -0.78 -6.25 -1.88
C 3.69 -1.93 2.80
H 3.59 -1.93 -5.78
H -0.43 6.13 8.38
H -1.80 0.22 -4.94
N 4.39 -2.09 1.61
H 0.95 5.98 0.13
H -0.81 2.66 -4.35
H 5.82 -2.03 -3.71
H -1.93 -6.33 0.76
O 0.63 -5.38 -0.23
H -3.05 2.44 -2.55
H -1.92 1.99 2.58
F 0.37 1.27 -0.76
H -3.20 -1.71 -3.74
H -0.76 -0.32 -6.15
H 5.11 -3.29 4.04
H -4.46 6.40 -2.81
H 5.07 -0.32 -6.30
H -0.22 4.03 5.38
H 1.30 -3.13 -1.12
H 0.85 0.81 6.00
H -2.99 -4.21 -1.19
H -2.97 -3.15 -4.73
H -2.73 1.96 -0.85
H -1.76 0.12 3.13
H 0.66 1.08 -3.37
H -3.86 7.75 -2.02
N 4.71 -0.14 -5.37
O 2.17 -0.14 -4.24
H 0.76 2.86 -5.17
H -0.61 -1.49 -3.72
C -2.56 -8.56 1.84
C 3.16 -1.18 -3.80
H -1.95 -0.45 4.83
H -2.17 4.66 -2.39
H 2.19 3.49 5.08
F -0.97 -0.83 -0.93
C 1.37 1.48 5.31
H 1.42 6.16 -4.08
N 0.68 -3.67 -1.71
O -2.19 -3.33 -2.85
C -1.19 -1.88 -4.56
H -4.78 -8.84 0.77
N -2.01 0.25 4.10
C -1.48 -0.71 -5.43
H -4.20 -3.78 -2.42
N 2.67 2.76 6.97
C 0.89 4.23 -2.59
H 1.67 -2.61 3.43
H -3.19 6.05 0.09
C -3.57 -7.45 1.54
H 3.90 0.45 -5.46
H -1.91 -8.30 2.68
O 0.45 4.64 7.16
H -0.70 3.75 -5.63
H -4.94 6.89 -1.15
C -2.94 6.12 -0.96
H -0.94 -4.70 -2.79
O 5.50 -1.35 4.39
C 0.32 3.63 6.25
H 3.69 -1.64 1.04
F 0.85 0.79 1.60
C -3.28 -3.46 -1.93
C -0.12 3.38 -4.78
C 1.69 2.90 5.85
H -1.15 -4.02 2.90
C -2.51 4.66 -1.35
H 0.58 5.80 -5.50
H 2.09 3.05 7.74
C 0.26 4.59 -3.92
H 3.99 -0.48 5.61
As -0.10 -0.03 0.40
C 1.27 5.13 -0.48
C -4.11 6.71 -1.83
H 3.86 -0.79 -3.06
H -0.63 5.22 -3.81
H -4.32 1.85 -1.49
H 6.01 -2.29 -5.40
N -0.27 -2.76 -5.29
N -2.29 2.31 3.46
C 4.92 -0.23 5.09
F 1.28 -1.08 -0.10
H 3.84 -2.50 5.00
N -4.43 -7.96 0.42
H 5.00 -3.33 -4.40
C -3.43 2.46 -1.52
C 4.51 -2.38 4.14
H -1.38 4.79 8.10
H -2.38 -1.00 -5.98
H -3.52 -5.49 0.54
O -2.71 -5.37 2.51
N -0.49 -5.32 -2.13
H 2.22 0.84 5.07
H -1.15 6.64 -1.81
H -0.09 -3.29 -2.24
H 5.16 -1.45 1.74
H 3.37 3.49 6.91
H 2.75 -2.11 -3.41
H 1.15 -0.39 -2.49
H -4.18 -7.27 2.42
H -1.19 5.89 6.76
H 1.74 -2.37 1.75
H -1.69 4.26 -0.76
C 4.10 -1.40 -4.97
O 0.85 5.35 -1.81
H -2.87 -3.40 2.71
C -2.88 -6.06 1.22
H -3.10 -9.43 2.22
H 3.48 -0.88 3.00
H 2.56 -3.72 2.41
H -0.41 2.93 6.66
C 2.37 -2.66 2.59
C -2.11 -4.12 2.39
C -2.50 -2.51 -3.98
O -3.61 3.84 -1.28
H 4.49 0.52 4.42
H 0.33 3.41 -2.12
F -0.59 -1.39 1.50
H -2.73 3.21 3.34
O -2.77 1.78 5.55
H 1.91 3.91 -2.81
H 0.77 4.32 0.05
N -1.74 6.99 -1.06
C 1.50 0.43 -3.13
N 1.14 5.45 -4.74
H 0.55 -2.20 -5.47
C -2.36 1.42 4.45
H -1.17 6.81 -0.25
C 0.24 -4.79 -1.21
H 2.14 0.97 -2.43
H 5.65 0.26 5.73
H -5.22 -7.38 0.18
H 0.01 -3.59 -4.78
H 2.35 4.97 -0.44
H -1.97 -3.83 1.35
F -1.52 0.88 0.85

Summary:
HOMO energy   -0.255 hartree
Calculated total energy   -5308.51276 a.u.
Kohn-Sham gap   9.12 eV
Charge   -1



The following is a quantum chemistry calculation of one molecule with the formula C4H6F2 in a non-equilibrium geometry, from the Open Molecules 2025 dataset.

Cartesian coordinates (Å):
H 0.96 -0.76 -1.91
H -0.57 1.26 -0.47
C -0.04 -0.49 0.49
C -0.94 -0.28 1.70
H 2.06 0.54 -1.43
F 0.37 1.09 -2.56
C 1.01 0.26 -1.62
H 0.73 -1.28 0.42
H -0.31 -0.04 2.52
C 0.08 0.41 -0.48
H -1.54 0.57 1.50
F -1.80 -1.28 1.85

Summary:
SMILES string   FC/C=C/CF
Energy relative to the best compared isomer or geometry (same formula, charge and spin)   24.5 kcal/mol
HOMO energy   -0.372 hartree
Calculated total energy   -355.68557 a.u.
Kohn-Sham gap   11.23 eV
Charge   0



- Look up the Kohn-Sham gap of the first one.
  9.12 eV



- What is the calculated total energy in the first record?
  -5308.51276 a.u.



- Look up the HOMO energy of the second one.
  -0.372 hartree



Copy entry 2 word for word.
The following is a quantum chemistry calculation of one molecule with the formula C4H6F2 in a non-equilibrium geometry, from the Open Molecules 2025 dataset.

Cartesian coordinates (Å):
H 0.96 -0.76 -1.91
H -0.57 1.26 -0.47
C -0.04 -0.49 0.49
C -0.94 -0.28 1.70
H 2.06 0.54 -1.43
F 0.37 1.09 -2.56
C 1.01 0.26 -1.62
H 0.73 -1.28 0.42
H -0.31 -0.04 2.52
C 0.08 0.41 -0.48
H -1.54 0.57 1.50
F -1.80 -1.28 1.85

Summary:
SMILES string   FC/C=C/CF
Energy relative to the best compared isomer or geometry (same formula, charge and spin)   24.5 kcal/mol
HOMO energy   -0.372 hartree
Calculated total energy   -355.68557 a.u.
Kohn-Sham gap   11.23 eV
Charge   0